(A)
# C5H7N3S

An isolated molecule of C5H7N3S (ωB97M-V/def2-TZVPD, the OMol25 dataset).

For the LUMO energy (spin up / spin down), the calculation gives -1.0049 / -1.0052 eV. Its SMILES is CC/N=C/N=N\C=C=S. The HOMO energy (spin up / spin down) is -8.57 / -8.56 eV.

Each line ends with the Mulliken charge.
Positions of all 16 atoms, in Å:
C1 -2.1187 -0.9377 0.2603  -1.036
C2 -1.6512 0.4889 0.0123  -0.506
N1 -0.2483 0.5940 0.2247  -0.375
C3 0.4417 1.1777 -0.6623  0.160
N2 1.6699 1.6667 -0.3837  -0.142
N3 2.6373 1.2273 0.2510  -0.356
C4 2.8353 -0.1429 0.5019  -0.013
C5 2.1615 -1.1903 0.0425  0.126
S1 1.6472 -2.6175 -0.3141  -0.259
H1 -3.1476 -0.8143 0.6688  0.311
H2 -2.0638 -1.2710 -0.7217  0.271
H3 -1.5486 -1.4456 0.9740  0.331
H4 -2.1302 0.9791 -0.8837  0.384
H5 -2.0955 1.1420 0.6911  0.337
H6 -0.0851 1.3773 -1.7055  0.265
H7 3.6963 -0.2337 1.0444  0.502

---

(B)
# C5H7N3S

An isolated molecule of C5H7N3S (ωB97M-V/def2-TZVPD, the OMol25 dataset).

For the LUMO energy (spin up / spin down), the calculation gives -0.3091 / -0.3093 eV. Its SMILES is Cc1c[nH]nc(N)c1=S. The HOMO energy (spin up / spin down) is -7.58 / -7.58 eV.

Each line ends with the Mulliken charge.
Positions of all 16 atoms, in Å:
C1 0.5567 -0.0942 2.4124  -1.161
C2 0.2421 0.2983 1.0257  0.292
C3 0.0022 1.5315 0.5481  -0.272
N1 -0.2625 1.7163 -0.7747  0.130
N2 -0.5206 0.7926 -1.7490  -0.802
C4 -0.3671 -0.4847 -1.4732  0.352
N3 -0.4344 -1.4054 -2.4712  -0.368
C5 0.0504 -0.9300 -0.2069  0.279
S1 0.3981 -2.5061 0.2213  -0.446
H1 1.4518 0.5177 2.5485  0.281
H2 0.7151 -1.1130 2.3814  0.391
H3 -0.2512 0.2946 3.1132  0.261
H4 -0.1135 2.3301 1.2755  0.390
H5 -0.3086 2.6710 -1.3202  0.290
H6 -0.2738 -2.3829 -2.2067  0.148
H7 -0.8848 -1.2359 -3.3241  0.235

---

(C)
# C5H7N3S

An isolated molecule of C5H7N3S (ωB97M-V/def2-TZVPD, the OMol25 dataset).

For the LUMO energy, the calculation gives 0.2705 eV. The HOMO energy is -8.59 eV.

Each line ends with the Mulliken charge.
Positions of all 16 atoms, in Å:
C1 2.1044 -0.4499 0.3651  -0.717
C2 1.5868 0.8708 0.2286  -0.400
C3 1.0094 -1.2999 0.2395  0.599
C4 -1.3801 -0.8057 -0.0136  -0.452
C5 -2.3630 2.0132 -0.2286  -1.014
N1 0.2846 0.8893 0.1677  -0.710
N2 0.9827 -2.6785 0.0771  -0.490
N3 -0.0751 -0.4580 0.0750  0.600
S1 -2.7046 0.1886 -0.1619  0.047
H1 3.0362 -0.8308 0.5732  0.452
H2 2.2745 1.6497 0.2802  0.452
H3 1.8560 -3.0126 -0.3735  0.255
H4 -3.1822 2.3958 -0.6376  0.426
H5 -1.6412 2.2381 -0.9198  0.360
H6 -1.9373 2.2502 0.6839  0.335
H7 0.1488 -2.9604 -0.3552  0.257

---

(D)
# C5H7N3S

An isolated molecule of C5H7N3S (ωB97M-V/def2-TZVPD, the OMol25 dataset).

For the LUMO energy, the calculation gives -0.7255 eV. Its SMILES is CCn1cncnc1=S. The HOMO energy is -8.39 eV.

Each line ends with the Mulliken charge.
Positions of all 16 atoms, in Å:
C1 0.6260 -1.3218 0.3754  -0.967
C2 -0.0411 -0.8000 -0.8148  -0.692
N1 -1.0992 0.2028 -0.4563  -0.024
C3 -0.8172 1.5446 -0.2019  0.140
N2 -1.8088 2.4296 -0.1741  -0.541
C4 -3.0034 1.9571 -0.0983  0.039
N3 -3.3156 0.6915 0.1091  -0.471
C5 -2.4166 -0.2392 0.1086  0.247
S1 -2.5913 -1.8767 0.3663  -0.304
H1 0.2137 -2.2732 0.9075  0.258
H2 1.6037 -1.5842 0.2495  0.420
H3 0.4346 -0.6436 1.2522  0.294
H4 0.5995 -0.1914 -1.4499  0.445
H5 -0.6096 -1.5130 -1.5361  0.339
H6 0.2552 1.7960 -0.0872  0.380
H7 -3.7226 2.7239 -0.1271  0.437

---

Stability verdict: (D), ahead by 15.7 kcal/mol

---

(A)
# C3H10NO2P

A cluster of 2 separate species, C3H10NO2P in total (ωB97M-V/def2-TZVPD, the OMol25 dataset).

For the LUMO energy, the calculation gives 0.9925 eV. Its SMILES is COP(N)O.C=C. The HOMO energy is -9.02 eV.

Each line ends with the Mulliken charge.
Positions of all 17 atoms, in Å:
C1 -0.3065 -2.2638 -0.4816  -0.660
O1 0.4177 -1.0719 -0.5739  -0.152
P1 1.4137 -0.4029 0.5127  0.212
N1 2.8891 -1.1589 -0.0530  -0.484
O2 1.5869 1.1511 -0.2095  -0.448
H1 -0.2009 -2.8112 -1.3925  0.268
H2 -1.3811 -2.0953 -0.4092  0.227
H3 -0.0427 -2.9190 0.3510  0.321
H4 2.8920 -1.3413 -1.0457  0.227
H5 3.8635 -1.0336 0.2958  0.223
H6 0.6793 1.4434 -0.2618  0.304
C2 -2.2956 2.5702 0.6058  -0.503
C3 -1.6928 1.4094 0.4919  -0.359
H7 -3.4054 2.9406 0.3461  0.217
H8 -1.7055 3.4370 1.0738  0.190
H9 -2.0828 0.6085 -0.0130  0.326
H10 -0.6290 1.5376 0.7631  0.090

---

(B)
# C3H10NO2P

A structure of composition C3H10NO2P (ωB97M-V/def2-TZVPD, the OMol25 dataset).

For the LUMO energy, the calculation gives 0.6986 eV. The HOMO energy is -8.56 eV.

Each line ends with the Mulliken charge.
Positions of all 17 atoms, in Å:
C1 -0.8126 -1.4374 -0.8239  -1.286
C2 -0.8316 0.5114 1.1425  -1.522
C3 -0.1505 -0.1210 -0.5428  0.955
N1 -0.5376 1.0110 -1.4069  -0.802
O1 1.8699 1.4442 0.2172  -0.512
O2 2.0891 -1.1169 0.7365  -0.458
P1 1.7199 -0.1171 -0.5138  0.091
H1 -1.4222 -1.3523 -1.7332  0.369
H2 -1.3795 -1.6607 0.0435  0.321
H3 0.0528 -2.0933 -0.9404  0.353
H4 -0.7446 -0.1728 1.9745  0.419
H5 -1.9010 0.5831 0.8891  0.439
H6 -0.2246 1.3513 1.4645  0.430
H7 -1.5124 0.8103 -1.6277  0.260
H8 2.8079 1.6668 0.2930  0.312
H9 -0.6182 1.7286 -0.7413  0.308
H10 1.5950 -1.0353 1.5692  0.323

---

Stability verdict: (B), ahead by 5.1 kcal/mol

---

(A)
# C2H10NOSi

A cluster of 2 separate species, C2H10NOSi in total (ωB97M-V/def2-TZVPD, the OMol25 dataset).

For the LUMO energy (spin up / spin down), the calculation gives -5.3325 / -5.3322 eV. Its charge is +1. The HOMO energy (spin up / spin down) is -14.55 / -14.55 eV.

Each line ends with the Mulliken charge.
Positions of all 15 atoms, in Å:
C1 2.0099 -0.6975 -0.1917  -0.928
C2 0.3159 1.0341 -0.4942  -0.195
N1 0.9969 0.1775 0.4395  -0.042
O1 -1.3715 -0.0432 -0.8452  -0.335
Si1 -2.5501 -0.1698 0.2335  0.385
H1 2.5327 -1.2783 0.5646  0.364
H2 1.5211 -1.3729 -0.8901  0.381
H3 2.7350 -0.0919 -0.7323  0.382
H4 -0.1424 1.9283 -0.1085  0.343
H5 0.6664 1.0436 -1.5134  0.220
H6 0.2721 -0.4056 0.9024  0.299
H7 1.4433 0.7494 1.1726  0.403
H8 -1.9374 -0.5793 1.5200  -0.155
H9 -3.3692 1.0097 0.4373  -0.075
H10 -3.1227 -1.3040 -0.4946  -0.047

---

(B)
# C2H10NOSi

A cluster of 2 separate species, C2H10NOSi in total (ωB97M-V/def2-TZVPD, the OMol25 dataset).

For the LUMO energy, the calculation gives -4.9189 eV. Its charge is +1. The HOMO energy is -14.12 eV.

Each line ends with the Mulliken charge.
Positions of all 15 atoms, in Å:
C1 -0.3693 1.9982 -0.0535  -0.733
C2 -0.3188 -0.2872 -0.9457  -0.512
N1 -1.1361 0.8264 -0.6649  -0.044
O1 0.1514 -0.7981 0.8884  -0.209
Si1 1.1428 -2.0634 1.1346  0.229
H1 -0.6933 2.5356 0.8552  0.341
H2 0.5207 1.5810 0.1882  0.304
H3 -0.2345 2.6463 -0.9335  0.361
H4 -0.6869 -1.1486 -1.4587  0.426
H5 0.7335 0.0442 -1.1863  0.375
H6 -1.8435 0.5399 0.0108  0.350
H7 -1.5807 1.1281 -1.4567  0.349
H8 0.2178 -3.0881 0.5928  -0.085
H9 2.3996 -2.3704 0.5515  -0.120
H10 1.6973 -1.5438 2.4778  -0.032

---

(C)
# C2H10NOSi

A structure of composition C2H10NOSi (ωB97M-V/def2-TZVPD, the OMol25 dataset).

For the LUMO energy, the calculation gives -3.6956 eV. Its charge is +1. The HOMO energy is -14.43 eV.

Each line ends with the Mulliken charge.
Positions of all 15 atoms, in Å:
C1 -3.1260 0.4320 -0.2710  -0.953
C2 1.4599 -1.2508 -0.6894  -0.027
N1 2.2701 -1.2716 0.3083  -0.122
O1 -0.5368 -1.4397 0.0355  -0.271
Si1 -2.0142 -1.0749 0.1451  0.425
H1 -4.1923 0.1236 0.1166  0.287
H2 -2.8752 1.2423 0.3982  0.333
H3 -3.0548 0.5859 -1.2605  0.321
H4 1.2826 -2.1497 -1.1040  0.258
H5 1.1477 -0.4617 -1.2788  0.292
H6 2.5721 -0.3668 0.6249  0.155
H7 2.4676 -2.1548 0.7261  0.272
H8 2.7861 2.0152 0.8503  -0.020
H9 3.4927 1.7560 1.0427  0.054
H10 -2.9528 -2.1622 0.9228  -0.004

---

Stability verdict: (C), ahead by 22.1 kcal/mol

---

(A)
# C3H6N3

A cluster of 2 separate species, C3H6N3 in total (ωB97M-V/def2-TZVPD, the OMol25 dataset).

For the LUMO energy (spin up / spin down), the calculation gives -9.8104 / -9.8112 eV. Its charge is +1. The HOMO energy (spin up / spin down) is -13.29 / -13.29 eV.

Each line ends with the Mulliken charge.
Positions of all 12 atoms, in Å:
C1 -2.1560 -0.6322 1.2597  -0.001
C2 -1.3830 -0.0270 -0.6661  -0.034
C3 2.9134 0.9026 -1.1067  -0.009
N1 -2.5477 -0.0951 0.0488  -0.479
N2 -0.8544 -0.9154 1.1816  0.012
N3 -0.3767 -0.4920 0.0127  -0.478
H1 -2.9241 -0.7939 2.0832  0.358
H2 -1.3291 0.4306 -1.6121  0.401
H3 3.7888 1.5233 -1.4999  0.305
H4 2.0477 1.4136 -0.5556  0.346
H5 3.0017 -0.1990 -1.0611  0.332
H6 -0.1808 -1.1156 1.9154  0.246

---

(B)
# C3H6N3

The ion C3H6N3 with charge +1 (ωB97M-V/def2-TZVPD, the OMol25 dataset).

For the LUMO energy, the calculation gives -5.1518 eV. Its charge is +1. The HOMO energy is -13.71 eV.

Each line ends with the Mulliken charge.
Positions of all 12 atoms, in Å:
C1 1.7877 -1.1550 0.4810  -0.047
C2 0.5607 -1.3664 -0.3215  -0.021
C3 -1.2384 0.2083 0.1339  -0.213
N1 1.9716 -0.2726 1.3444  -0.514
N2 -0.3627 -0.5134 -0.3185  -0.038
N3 -1.6442 1.4788 -0.4589  -0.280
H1 2.5933 -1.8523 0.2918  0.371
H2 0.4670 -2.2585 -0.9201  0.379
H3 1.2039 0.3672 1.5390  0.207
H4 -0.9554 1.9162 -1.0997  0.359
H5 -1.8643 2.1270 0.3141  0.412
H6 -2.5192 1.3207 -0.9855  0.383

---

Stability verdict: (B), ahead by 42.8 kcal/mol